[1]
Density functional theory data (ωB97M-V with the def2-TZVPD basis set) for C17H21BrF6O6S in the gas phase.

## Properties
SMILES	C=C[C@]1([C@H](Br)CC)[C@H](C(=O)C(F)(F)C(F)(F)C(F)(F)C(=O)O)COS(=O)(=O)[C@H]1CCC
frontier orbital gap	0.3237	hartree
HOMO energy	-8.967	eV
DFT total energy	-127434.15003	eV

Last column: Löwdin charge in e.
Positions of all 52 atoms, in Å:
C 3.064 -0.401 1.154  0.0525
C 1.910 0.078 1.679  -0.0823
C 0.476 -0.074 1.120  -0.3726
C -0.252 -1.070 2.071  -0.5973
Br -1.924 -1.838 1.409  0.8507
C -0.464 -0.539 3.498  -0.2860
C -0.101 -1.589 4.562  -0.0814
C 0.429 -0.475 -0.366  -0.1745
C 0.674 -1.954 -0.648  -0.2512
O 1.429 -2.631 -0.014  0.1711
C -0.108 -2.702 -1.793  -0.3721
F -1.363 -2.979 -1.385  0.1003
F 0.511 -3.874 -2.033  0.1559
C -0.240 -2.008 -3.172  -0.3334
F -0.882 -0.814 -3.075  0.1416
F -1.044 -2.797 -3.916  0.1590
C 1.105 -1.846 -3.957  -0.3501
F 1.195 -2.862 -4.855  0.1491
F 2.167 -1.935 -3.140  0.1637
C 1.142 -0.550 -4.787  -0.4264
O 1.983 0.280 -4.611  0.1851
O 0.171 -0.483 -5.710  0.1545
C 1.377 0.340 -1.265  -0.1384
O 1.748 1.630 -0.768  -0.1919
S 0.606 2.462 -0.051  0.6620
O -0.383 2.804 -1.031  -0.2368
O 1.252 3.545 0.623  -0.2454
C -0.095 1.384 1.221  -0.2618
C -1.623 1.480 1.142  -0.2015
C -2.155 2.918 1.394  -0.2209
C -3.170 3.323 0.312  -0.1042
H 3.915 0.215 0.875  0.0826
H 3.159 -1.460 0.939  0.0654
H 1.965 0.688 2.579  0.1146
H 0.430 -1.908 2.173  0.0862
H -1.485 -0.194 3.643  0.0902
H 0.167 0.333 3.678  0.1007
H -0.235 -2.595 4.169  0.0733
H 0.938 -1.476 4.869  0.0770
H -0.716 -1.439 5.447  0.0741
H -0.592 -0.293 -0.713  0.1270
H -0.138 0.436 -5.707  0.1502
H 0.986 0.476 -2.270  0.1121
H 2.311 -0.209 -1.373  0.1308
H 0.214 1.814 2.168  0.1247
H -2.031 0.868 1.939  0.0659
H -2.008 1.098 0.199  0.1034
H -2.699 2.929 2.337  0.1063
H -1.350 3.649 1.380  0.0941
H -3.250 4.405 0.215  0.0738
H -4.153 2.893 0.508  0.0730
H -2.861 2.948 -0.663  0.0572

***

[2]
Density functional theory data (ωB97M-V with the def2-TZVPD basis set) for a molecular structure, C17H21Cl2NO5PdS.

## Properties
spin multiplicity	5
charge	-2
relative energy (zero: lowest compared OMol25 entry of this formula, charge and spin)	8.98	kcal per mole
frontier orbital gap (alpha / beta)	0.1723 / 0.1709	hartree
HOMO energy (alpha / beta)	0.002 / -1.451	eV
DFT total energy	-69052.56173	eV

Last column: Löwdin charge in e.
Positions of all 48 atoms, in Å:
C 1.900 1.197 -0.867  -0.0930
C 1.543 1.241 -2.257  -0.1761
C 1.643 -0.084 -2.790  -0.1870
C 0.954 2.435 -2.913  -0.0935
C 2.113 -0.938 -1.752  -0.1571
C 2.351 -0.155 -0.581  -0.0980
C 2.933 -0.712 0.659  -0.0348
C 1.670 2.363 0.034  -0.0519
C 1.228 -0.495 -4.145  -0.0649
C 2.266 -2.409 -1.863  -0.0414
Pd -1.830 0.173 -0.884  0.4873
Cl -1.569 0.747 -2.928  0.0023
Cl -2.533 2.257 0.082  -0.2290
O -1.125 -1.693 -1.190  -0.5074
H 1.452 3.333 -2.512  0.0797
H -0.140 2.492 -2.713  0.0088
H 1.094 2.364 -3.994  0.0670
H 0.137 -0.669 -4.143  0.0384
H 1.759 -1.418 -4.444  0.0776
H 1.448 0.329 -4.854  0.0807
H 1.429 -2.828 -2.453  0.0889
H 2.252 -2.864 -0.858  0.0730
H 3.225 -2.673 -2.352  0.0895
H 2.922 -1.814 0.577  0.0585
H 2.381 -0.344 1.563  0.0648
H 3.993 -0.400 0.774  0.0993
H 0.608 2.701 -0.076  0.0822
H 2.347 3.215 -0.185  0.0852
H 1.813 2.047 1.118  -0.0097
H -1.880 -2.257 -1.492  -0.0631
O 1.977 1.307 2.426  -0.5052
H 1.234 1.044 3.046  -0.0599
O -1.925 0.652 2.675  0.0259
C -2.818 0.018 2.129  -0.5514
N -2.828 -0.348 0.779  -0.3202
S -4.125 -1.285 0.182  0.6223
O -5.032 -0.584 -0.702  -0.3233
O -3.768 -2.668 -0.047  -0.3203
C -4.846 -1.194 1.768  -0.2398
C -5.979 -1.896 2.143  -0.0545
C -6.368 -1.915 3.490  -0.0964
C -5.599 -1.220 4.441  -0.0938
C -4.462 -0.532 4.021  -0.0183
C -4.064 -0.548 2.693  -0.1347
H -6.514 -2.475 1.402  0.1089
H -7.261 -2.442 3.797  0.0833
H -5.918 -1.170 5.480  0.0875
H -3.854 0.094 4.658  0.1134

***

no.,maximum force (eV/A)
1,1.76
2,4.06